Record 1
The ion C2H5IN with charge +1 at a distorted geometry. Source: OMol25; level of theory: ωB97M-V/def2-TZVPD.

Calculated values
energy above the lowest of the compared OMol25 structures with the same formula, charge and spin	74.45	kJ/mol
gap between HOMO and LUMO	10.170	eV
total charge	+1
calculated total energy	-431.3267	Ha
structure (SMILES)	I[C@@H]1C[NH2+]1
strongest force on any atom	2.54	eV/Å

Structure (XYZ):
```
9
Properties=species:S:1:pos:R:3:lowdin_charge:R:1
C 0.4681 0.7195 -0.3835 -0.06
C -0.6136 0.1641 0.4531 -0.69
N 0.3694 -0.7253 -0.1813 0.06
I -2.6849 0.1511 -0.0805 0.93
H 0.4811 0.9830 -1.4179 0.14
H 1.2249 1.1536 0.2809 0.15
H -0.3744 0.1009 1.5338 0.12
H 0.2214 -1.5064 -0.8166 0.19
H 0.9080 -1.0405 0.6120 0.17
```

***

Record 2
The ion C9H14N3 with charge +1 at a distorted geometry. Source: OMol25; level of theory: ωB97M-V/def2-TZVPD.

Calculated values
energy above the lowest of the compared OMol25 structures with the same formula, charge and spin	378.57	kJ/mol
gap between HOMO and LUMO (spin up / spin down)	7.563 / 7.564	eV
total charge	+1
calculated total energy	-515.2276	Ha
structure (SMILES)	CC(C)=CC=[N+]1N=C(C)C(C)=N1
strongest force on any atom	5.38	eV/Å

Structure (XYZ):
```
26
Properties=species:S:1:pos:R:3:lowdin_charge:R:1
C -2.2706 -0.7146 0.2365 -0.26
C -1.4167 0.2680 -0.3920 -0.24
C 1.8954 -1.8437 -0.4921 0.01
C 0.6834 -2.4899 -0.3497 0.09
C 2.0291 -0.5324 0.0480 -0.25
C -3.6114 -0.3665 0.6541 0.00
C -1.7076 1.6394 -0.6551 -0.02
C 1.4804 -0.1859 1.3479 -0.04
C 2.9275 0.4627 -0.4744 -0.02
N -1.6307 -1.8599 0.2401 0.19
N -0.4215 -1.6190 -0.3124 -0.16
N -0.2398 -0.3661 -0.6207 0.11
H 2.7450 -2.2132 -1.0262 0.13
H 0.6010 -3.4727 -0.6391 0.12
H -4.3977 -1.0948 0.7456 0.09
H -3.5649 0.0427 1.6968 0.12
H -3.8893 0.5007 0.0095 0.09
H -2.7571 1.7754 -0.9823 0.10
H -1.8748 2.1509 0.3215 0.11
H -0.8282 2.1825 -1.0859 0.12
H 0.6699 0.5713 1.2737 0.11
H 2.1312 0.0212 2.1128 0.08
H 0.8024 -0.9500 1.8759 0.13
H 2.8220 0.7064 -1.6205 0.16
H 4.0072 0.0789 -0.3580 0.16
H 2.8011 1.4030 -0.0085 0.08
```

***

Record 3
A structure of composition C26H35BrFeN5O3S at a distorted geometry. Source: OMol25; level of theory: ωB97M-V/def2-TZVPD.

Calculated values
spin multiplicity	5
energy above the lowest of the compared OMol25 structures with the same formula, charge and spin	245.31	kJ/mol
gap between HOMO and LUMO (spin up / spin down)	6.039 / 7.427	eV
total charge	+1
calculated total energy	-5746.8831	Ha
strongest force on any atom	1.82	eV/Å

Structure (XYZ):
```
72
Properties=species:S:1:pos:R:3:lowdin_charge:R:1
Fe -0.1299 -0.3732 0.1774 0.81
Br 8.0759 5.9413 4.3290 0.75
C 7.0365 4.4278 4.7827 -0.69
C 7.6190 3.3773 5.4866 -0.12
C 6.8628 2.2773 5.8208 -0.01
C 5.5114 2.1993 5.4253 -0.28
C 4.9312 3.2959 4.7426 -0.01
C 5.6931 4.3957 4.4216 -0.13
N 4.8238 1.0700 5.6921 0.09
N 3.6334 0.8073 5.3368 0.08
C 3.2147 0.4468 4.1271 -0.24
C 4.0737 0.3288 3.0099 0.01
C 3.5843 0.0693 1.7439 0.01
C 2.2198 -0.1188 1.5222 -0.33
O 1.7015 -0.3260 0.3307 -0.19
C 1.3342 -0.0779 2.6409 -0.16
N 0.0147 -0.2994 2.3857 0.07
C -0.8375 -0.2640 3.3929 -0.11
C -0.4551 -0.0134 4.7103 -0.03
C 0.8763 0.2156 4.9833 0.03
C 1.8074 0.1928 3.9409 -0.09
H 8.6613 3.4349 5.7671 0.11
H 7.2921 1.4529 6.3733 0.12
H 3.8787 3.2561 4.4934 0.10
H 5.2566 5.2327 3.8940 0.10
H 5.1380 0.4533 3.1594 0.12
H 4.2532 -0.0169 0.8971 0.13
H -1.8772 -0.4466 3.1435 0.11
H -1.2003 -0.0035 5.4921 0.11
H 1.2143 0.4164 5.9912 0.12
C -1.7339 4.8560 -1.5554 -0.10
C -0.2557 4.8523 -1.9408 -0.28
C 0.2674 3.4508 -2.2555 -0.31
S 1.0314 2.4021 -0.9525 1.01
O -0.1529 1.7452 -0.2656 -0.57
C 1.6795 3.6154 0.2553 -0.31
C 0.6284 4.1706 1.2171 -0.27
C 0.4425 3.3024 2.4610 -0.08
H -2.0771 5.8712 -1.3589 0.08
H -1.9193 4.2476 -0.6693 0.06
H -2.3346 4.4535 -2.3724 0.08
H 0.3433 5.3247 -1.1617 0.09
H -0.1274 5.4575 -2.8397 0.11
H 1.0320 3.4746 -3.0338 0.09
H -0.5480 2.8105 -2.5971 0.09
H 2.1833 4.3897 -0.3250 0.10
H 2.4400 3.0511 0.7999 0.08
H -0.3280 4.2549 0.7027 0.08
H 0.9272 5.1760 1.5189 0.12
H 0.0303 2.3323 2.1910 0.05
H -0.2398 3.7885 3.1584 0.08
H 1.3955 3.1463 2.9720 0.07
C -1.6540 -3.2328 -0.5197 -0.04
N -2.9338 -2.7007 -0.0739 -0.14
C -3.5636 -3.4990 0.9775 -0.03
C -3.0281 -1.3335 -0.0293 -0.45
O -2.0082 -0.6082 -0.1200 -0.07
N -4.2410 -0.7751 0.0690 -0.11
C -4.3478 0.6768 0.1768 -0.01
C -5.4720 -1.4841 -0.2415 -0.03
H -1.7831 -4.2868 -0.7553 0.10
H -0.8718 -3.1385 0.2464 0.09
H -1.3300 -2.7176 -1.4218 0.10
H -2.8242 -3.7595 1.7405 0.10
H -3.9722 -4.4200 0.5627 0.10
H -4.3673 -2.9447 1.4535 0.08
H -3.4227 1.0848 0.5695 0.09
H -5.1716 0.9255 0.8443 0.10
H -4.5340 1.1226 -0.8028 0.10
H -5.2529 -2.4067 -0.7734 0.10
H -6.0879 -0.8503 -0.8786 0.10
H -6.0417 -1.7163 0.6601 0.10
```

***

Record 4
A structure of composition C19H15CrF2N5S. Source: OMol25; level of theory: ωB97M-V/def2-TZVPD.

Calculated values
spin multiplicity	4
energy above the lowest of the compared OMol25 structures with the same formula, charge and spin	22.58	kJ/mol
gap between HOMO and LUMO (spin up / spin down)	7.316 / 7.447	eV
total charge	+1
calculated total energy	-2649.0629	Ha
strongest force on any atom	0.70	eV/Å

Structure (XYZ):
```
43
Properties=species:S:1:pos:R:3:lowdin_charge:R:1
Cr -0.1591 -0.7795 -0.0090 0.65
C 1.5836 -1.4049 3.9032 0.00
C 1.1591 -0.9444 2.5547 -0.23
N 0.1842 -1.4828 1.9017 -0.10
N -0.5063 -2.5019 2.4796 0.01
C -1.3441 -3.0580 1.6271 -0.79
N -2.0971 -4.0624 2.0817 0.11
S -1.5572 -2.6142 -0.0645 0.72
C 1.8149 0.1855 1.8460 -0.18
C 2.8080 0.9630 2.4053 0.02
C 3.3477 2.0086 1.6658 -0.01
C 2.8846 2.2469 0.3850 -0.01
C 1.8885 1.4285 -0.1167 -0.07
N 1.3647 0.4284 0.5934 0.01
H 1.4183 -2.4756 3.9858 0.08
H 0.9749 -0.9249 4.6743 0.11
H 2.6300 -1.1778 4.0955 0.08
H -1.9844 -4.3876 3.0267 0.12
H -2.7352 -4.5317 1.4645 0.10
H 3.1556 0.7579 3.4072 0.12
H 4.1250 2.6295 2.0915 0.13
H 3.2816 3.0475 -0.2221 0.12
H 1.4949 1.5603 -1.1169 0.13
F 1.7283 -1.8208 -4.9558 0.09
C 0.9196 -1.1002 -4.1730 -0.26
C 0.8762 -1.3761 -2.8158 -0.02
C 0.0396 -0.6245 -2.0044 -0.20
C -0.7504 0.3967 -2.5668 -0.13
C -0.6686 0.6261 -3.9341 -0.20
F -1.4066 1.5976 -4.5013 0.08
C 0.1606 -0.1047 -4.7571 0.09
C -1.6057 1.1234 -1.6153 -0.17
C -2.5365 2.1174 -1.8991 0.03
C -3.2687 2.6780 -0.8690 -0.01
C -3.0746 2.2501 0.4387 -0.03
C -2.1424 1.2653 0.6604 -0.08
N -1.4280 0.7230 -0.3346 -0.03
H 1.4881 -2.1826 -2.4288 0.12
H 0.2078 0.0931 -5.8184 0.14
H -2.6849 2.4364 -2.9178 0.12
H -3.9982 3.4475 -1.0856 0.12
H -3.6356 2.6647 1.2632 0.12
H -1.9523 0.8796 1.6548 0.13
```